[1]
{
  "formula": "C3H3N2O",
  "method": "ωB97M-V/def2-TZVPD",
  "e_above_lowest_kcal_mol": 137.07,
  "energy_ev": -8172.9656,
  "total_charge": 1,
  "lumo_ev": -9.14,
  "symbols": ["C", "C", "C", "N", "N", "O", "H", "H", "H"],
  "positions_angstrom": [[1.91, -0.48, -0.31], [0.14, -0.09, -0.10], [-1.25, -0.01, 0.03], [0.79, -0.96, -0.79], [2.24, 0.50, 0.41], [0.94, 0.83, 0.66], [-1.69, -0.25, -0.93], [-1.40, 1.05, 0.22], [-1.70, -0.59, 0.81]]
}

[2]
{
  "formula": "C56H154N14O14",
  "method": "ωB97M-V/def2-TZVPD",
  "e_above_lowest_kcal_mol": 189.49,
  "energy_ev": -110082.3808,
  "lumo_ev": 0.30,
  "symbols": ["C", "C", "C", "O", "C", "N", "H", "H", "H", "H", "H", "H", "H", "H", "H", "H", "H", "C", "C", "C", "O", "C", "N", "H", "H", "H", "H", "H", "H", "H", "H", "H", "H", "H", "C", "C", "C", "O", "C", "N", "H", "H", "H", "H", "H", "H", "H", "H", "H", "H", "H", "C", "C", "C", "O", "C", "N", "H", "H", "H", "H", "H", "H", "H", "H", "H", "H", "H", "C", "C", "C", "O", "C", "N", "H", "H", "H", "H", "H", "H", "H", "H", "H", "H", "H", "C", "C", "C", "O", "C", "N", "H", "H", "H", "H", "H", "H", "H", "H", "H", "H", "H", "C", "C", "C", "O", "C", "N", "H", "H", "H", "H", "H", "H", "H", "H", "H", "H", "H", "C", "C", "C", "O", "C", "N", "H", "H", "H", "H", "H", "H", "H", "H", "H", "H", "H", "C", "C", "C", "O", "C", "N", "H", "H", "H", "H", "H", "H", "H", "H", "H", "H", "H", "C", "C", "C", "O", "C", "N", "H", "H", "H", "H", "H", "H", "H", "H", "H", "H", "H", "C", "C", "C", "O", "C", "N", "H", "H", "H", "H", "H", "H", "H", "H", "H", "H", "H", "C", "C", "C", "O", "C", "N", "H", "H", "H", "H", "H", "H", "H", "H", "H", "H", "H", "C", "C", "C", "O", "C", "N", "H", "H", "H", "H", "H", "H", "H", "H", "H", "H", "H", "C", "C", "C", "O", "C", "N", "H", "H", "H", "H", "H", "H", "H", "H", "H", "H", "H"],
  "positions_angstrom": [[7.98, 2.68, 1.64], [7.18, 3.84, 0.94], [5.68, 3.54, 0.77], [5.44, 2.18, 0.16], [4.37, 1.98, -0.74], [7.30, 4.89, 1.82], [7.92, 1.76, 1.07], [7.64, 2.60, 2.67], [9.04, 2.94, 1.71], [7.69, 4.05, 0.00], [5.38, 4.27, 0.01], [5.08, 3.71, 1.66], [4.08, 0.93, -0.80], [4.46, 2.42, -1.73], [3.49, 2.50, -0.36], [6.70, 5.61, 1.45], [8.19, 5.27, 1.55], [1.86, 1.69, -3.80], [2.21, 0.45, -4.65], [2.63, -0.79, -3.74], [3.00, -1.83, -4.59], [3.98, -2.74, -3.99], [1.06, 0.15, -5.49], [2.71, 1.98, -3.18], [0.93, 1.49, -3.27], [1.43, 2.52, -4.35], [3.12, 0.59, -5.24], [1.78, -1.08, -3.11], [3.44, -0.58, -3.04], [4.99, -2.42, -4.23], [3.75, -3.77, -4.28], [3.89, -2.90, -2.91], [1.36, -0.60, -6.10], [1.02, 0.85, -6.22], [-0.65, -5.38, -1.20], [-0.13, -5.41, -2.65], [-0.58, -4.20, -3.46], [-0.33, -4.50, -4.78], [-0.34, -3.39, -5.68], [1.32, -5.69, -2.62], [-1.73, -5.55, -1.24], [-0.29, -4.50, -0.68], [-0.15, -6.24, -0.75], [-0.61, -6.30, -3.06], [-0.03, -3.37, -3.01], [-1.60, -3.84, -3.38], [-0.70, -3.71, -6.65], [0.69, -3.04, -5.77], [-0.96, -2.58, -5.28], [1.70, -4.83, -2.27], [1.56, -5.83, -3.60], [5.86, -3.52, 0.65], [4.54, -2.70, 0.92], [3.30, -2.91, 0.03], [3.10, -4.19, -0.51], [2.67, -5.13, 0.54], [4.13, -2.87, 2.36], [6.48, -3.12, -0.14], [5.71, -4.59, 0.51], [6.50, -3.50, 1.53], [4.83, -1.69, 0.64], [3.36, -2.25, -0.83], [2.38, -2.60, 0.53], [1.69, -4.86, 0.96], [3.52, -5.27, 1.19], [2.43, -6.09, 0.09], [3.81, -3.83, 2.47], [4.90, -2.79, 3.00], [1.06, -0.65, 5.32], [2.30, -1.27, 5.97], [2.10, -1.28, 7.52], [3.09, -2.03, 8.22], [4.29, -1.46, 8.54], [2.56, -2.63, 5.48], [1.25, -0.57, 4.25], [0.87, 0.36, 5.68], [0.20, -1.31, 5.40], [3.25, -0.79, 5.75], [1.11, -1.71, 7.67], [1.95, -0.32, 8.02], [4.07, -0.51, 9.02], [4.77, -1.28, 7.58], [4.83, -2.03, 9.29], [2.86, -2.51, 4.52], [3.32, -3.05, 5.98], [-2.34, -0.49, -1.93], [-1.21, -1.00, -1.03], [-0.51, 0.10, -0.24], [0.51, -0.52, 0.53], [1.29, 0.46, 1.22], [-1.79, -1.95, -0.09], [-3.30, -0.31, -1.43], [-2.59, -1.18, -2.73], [-2.09, 0.41, -2.49], [-0.44, -1.57, -1.55], [-1.23, 0.47, 0.49], [-0.05, 0.73, -0.99], [1.89, 1.15, 0.63], [2.01, 0.07, 1.94], [0.62, 1.00, 1.89], [-1.12, -2.06, 0.66], [-2.63, -1.58, 0.34], [-5.14, -5.48, -1.47], [-5.96, -4.65, -2.48], [-5.22, -3.80, -3.53], [-6.19, -2.91, -4.03], [-5.68, -1.88, -4.89], [-6.76, -5.68, -3.13], [-4.31, -6.06, -1.88], [-5.75, -6.31, -1.12], [-4.69, -4.89, -0.67], [-6.61, -4.03, -1.87], [-4.70, -4.48, -4.21], [-4.43, -3.27, -3.01], [-4.99, -1.27, -4.31], [-6.40, -1.21, -5.35], [-5.25, -2.32, -5.79], [-6.26, -6.31, -3.73], [-7.27, -5.19, -3.86], [-2.89, -7.99, 3.38], [-1.36, -7.69, 3.09], [-1.10, -6.34, 2.40], [-0.89, -5.22, 3.27], [-1.15, -3.94, 2.71], [-0.60, -7.70, 4.37], [-3.40, -8.43, 2.53], [-3.46, -7.07, 3.47], [-3.12, -8.56, 4.28], [-0.99, -8.50, 2.46], [-1.90, -6.17, 1.68], [-0.14, -6.43, 1.89], [-2.22, -3.91, 2.51], [-0.46, -3.90, 1.87], [-0.75, -3.10, 3.28], [-1.04, -6.97, 4.92], [0.34, -7.38, 4.22], [0.68, 3.67, -0.38], [0.49, 5.12, 0.07], [1.45, 5.49, 1.25], [1.17, 4.65, 2.35], [2.15, 4.64, 3.38], [0.78, 5.88, -1.14], [0.45, 2.98, 0.43], [1.69, 3.51, -0.76], [-0.02, 3.32, -1.14], [-0.54, 5.31, 0.37], [1.47, 6.53, 1.57], [2.45, 5.31, 0.85], [3.13, 4.38, 3.00], [1.85, 3.90, 4.13], [2.33, 5.59, 3.87], [0.57, 6.87, -1.10], [0.29, 5.48, -1.92], [3.23, 2.80, 8.84], [3.82, 3.24, 7.38], [3.81, 2.03, 6.35], [4.66, 2.34, 5.23], [4.92, 1.22, 4.39], [2.83, 4.22, 6.92], [3.98, 2.27, 9.43], [2.40, 2.11, 8.69], [2.77, 3.62, 9.39], [4.82, 3.66, 7.43], [2.79, 1.77, 6.08], [4.29, 1.24, 6.92], [4.09, 0.62, 4.01], [5.53, 0.47, 4.89], [5.52, 1.57, 3.56], [2.89, 4.92, 7.65], [3.18, 4.60, 6.05], [-4.61, 1.87, -4.58], [-3.69, 2.59, -5.66], [-2.76, 1.55, -6.39], [-3.55, 0.73, -7.33], [-2.60, -0.07, -8.16], [-4.57, 3.38, -6.51], [-5.40, 2.54, -4.24], [-4.03, 1.49, -3.74], [-5.02, 1.00, -5.08], [-3.09, 3.29, -5.09], [-2.20, 0.88, -5.74], [-2.04, 2.26, -6.79], [-1.95, -0.66, -7.51], [-1.89, 0.49, -8.76], [-3.05, -0.87, -8.76], [-4.10, 3.73, -7.33], [-5.07, 2.65, -6.98], [-2.73, -0.84, 3.68], [-3.69, 0.18, 3.01], [-4.81, -0.50, 2.20], [-4.20, -1.19, 1.11], [-4.75, -2.44, 0.69], [-4.09, 1.05, 4.00], [-2.27, -1.48, 2.93], [-3.25, -1.51, 4.37], [-1.84, -0.41, 4.13], [-3.08, 0.73, 2.29], [-5.48, 0.25, 1.78], [-5.38, -1.18, 2.83], [-4.62, -2.59, -0.38], [-5.83, -2.59, 0.75], [-4.30, -3.23, 1.29], [-3.33, 1.21, 4.65], [-4.22, 1.92, 3.51], [0.94, 6.75, -5.10], [0.79, 5.26, -5.34], [-0.60, 4.88, -4.79], [-0.69, 5.09, -3.36], [-1.71, 4.41, -2.72], [0.95, 4.96, -6.72], [1.85, 7.16, -5.54], [0.91, 6.84, -4.01], [0.18, 7.43, -5.51], [1.50, 4.76, -4.68], [-0.81, 3.88, -5.17], [-1.30, 5.48, -5.36], [-2.64, 4.50, -3.27], [-1.97, 4.61, -1.68], [-1.51, 3.34, -2.79], [1.00, 4.01, -7.05], [0.21, 5.50, -7.17], [-3.59, 2.49, 0.20], [-4.00, 3.75, 0.91], [-5.30, 4.32, 0.48], [-5.40, 5.63, 1.05], [-6.71, 6.15, 0.78], [-4.05, 3.49, 2.34], [-2.56, 2.38, 0.51], [-3.53, 2.56, -0.88], [-4.22, 1.62, 0.41], [-3.27, 4.54, 0.78], [-6.18, 3.71, 0.67], [-5.33, 4.42, -0.61], [-6.91, 6.00, -0.28], [-6.84, 7.22, 0.92], [-7.40, 5.71, 1.50], [-3.14, 3.57, 2.77], [-4.41, 4.41, 2.58]]
}

[3]
{
  "formula": "C45H43IrN8O4S2Te",
  "method": "ωB97M-V/def2-TZVPD",
  "e_above_lowest_kcal_mol": 74.91,
  "energy_ev": -99268.8913,
  "total_charge": 1,
  "lumo_ev": [-2.72, -3.99],
  "spin_multiplicity": 2,
  "symbols": ["Ir", "C", "C", "C", "C", "C", "C", "N", "C", "C", "C", "C", "C", "C", "N", "N", "C", "C", "C", "C", "C", "N", "H", "H", "H", "H", "H", "H", "H", "H", "H", "H", "H", "H", "H", "O", "C", "O", "C", "N", "C", "C", "C", "H", "H", "H", "H", "H", "H", "H", "H", "H", "N", "C", "C", "C", "C", "C", "C", "S", "O", "O", "N", "C", "S", "C", "C", "N", "H", "H", "H", "H", "H", "H", "H", "H", "C", "Te", "C", "C", "C", "C", "C", "C", "C", "H", "H", "H", "H", "H", "H", "H", "H", "C", "C", "C", "C", "C", "C", "H", "H", "H", "H", "H"],
  "positions_angstrom": [[-0.04, 0.11, -0.28], [-4.64, 0.54, -3.70], [-4.80, 1.35, -2.59], [-3.93, 1.23, -1.51], [-2.87, 0.31, -1.53], [-2.71, -0.47, -2.67], [-3.60, -0.37, -3.73], [-2.06, 0.18, -0.39], [-2.66, 0.04, 0.85], [-4.00, -0.33, 1.06], [-4.50, -0.45, 2.34], [-3.68, -0.24, 3.46], [-2.36, 0.10, 3.27], [-1.85, 0.23, 1.98], [-0.56, 0.64, 1.67], [-0.04, 1.40, 2.60], [0.95, 2.24, 2.46], [1.09, 3.19, 3.53], [1.81, 4.33, 3.39], [2.46, 4.59, 2.14], [2.45, 3.62, 1.20], [1.78, 2.43, 1.37], [-5.33, 0.61, -4.53], [-5.61, 2.06, -2.54], [-4.08, 1.83, -0.63], [-1.92, -1.22, -2.68], [-3.49, -1.03, -4.58], [-4.64, -0.53, 0.21], [-5.54, -0.72, 2.47], [-4.08, -0.35, 4.45], [-1.70, 0.25, 4.11], [0.53, 2.97, 4.42], [1.89, 5.03, 4.20], [3.00, 5.51, 1.97], [3.02, 3.70, 0.29], [0.55, 3.07, -2.27], [-0.19, 3.12, -1.30], [-0.36, 2.26, -0.36], [-1.08, 4.35, -1.12], [-2.21, 3.95, -0.19], [-2.34, 4.99, 0.87], [-0.90, 5.43, 1.07], [-0.35, 5.48, -0.36], [-1.45, 4.66, -2.09], [-1.81, 3.06, 0.19], [-3.07, 3.72, -0.69], [-2.82, 4.56, 1.74], [-2.95, 5.80, 0.48], [-0.36, 4.69, 1.67], [-0.84, 6.39, 1.57], [0.73, 5.34, -0.40], [-0.58, 6.45, -0.82], [0.78, -4.46, 6.98], [1.29, -4.30, 5.71], [2.14, -3.23, 5.41], [2.62, -3.06, 4.13], [2.25, -3.94, 3.12], [1.41, -5.01, 3.40], [0.93, -5.19, 4.69], [2.83, -3.69, 1.47], [4.17, -3.19, 1.55], [2.61, -4.92, 0.75], [1.88, -2.49, 0.90], [0.71, -2.82, 0.40], [0.08, -4.47, 0.27], [-1.43, -3.87, -0.29], [-1.40, -2.54, -0.40], [-0.20, -1.92, -0.03], [1.22, -3.96, 7.73], [0.37, -5.34, 7.23], [2.44, -2.55, 6.20], [3.30, -2.24, 3.91], [1.16, -5.71, 2.62], [0.29, -6.03, 4.91], [-2.25, -4.52, -0.53], [-2.23, -1.95, -0.74], [-0.23, -0.42, -4.69], [0.81, 0.10, -2.88], [1.28, -1.99, -2.95], [1.41, -2.28, -4.42], [2.24, -3.27, -4.93], [2.31, -3.48, -6.30], [1.56, -2.70, -7.16], [0.73, -1.70, -6.66], [0.65, -1.49, -5.29], [-0.29, 0.47, -5.32], [-1.24, -0.77, -4.49], [0.46, -2.53, -2.49], [2.18, -2.20, -2.37], [2.83, -3.87, -4.25], [2.97, -4.24, -6.69], [1.62, -2.85, -8.23], [0.14, -1.09, -7.33], [4.15, -0.12, -0.89], [3.21, 0.65, -1.54], [2.29, 1.40, -0.81], [2.34, 1.36, 0.58], [3.25, 0.54, 1.24], [4.17, -0.17, 0.50], [4.89, -0.67, -1.45], [3.21, 0.73, -2.62], [1.63, 2.11, -1.30], [3.28, 0.54, 2.32], [4.93, -0.75, 0.99]]
}